Entry 1:
Density functional theory data (wB97M-V/def2-TZVPD) for C18H21BeO3Se2 as an isolated structure.

```
45
Properties=species:S:1:pos:R:3:mulliken_charge:R:1
Be 1.02 0.93 -0.63 -0.184
O -0.42 0.28 -0.19 0.042
C -0.19 -0.78 0.83 1.827
C 1.36 -0.74 1.04 0.351
O 1.90 -1.52 1.76 -0.550
O 1.94 0.22 0.33 -0.405
C -0.63 -2.09 0.20 0.130
C -1.85 -2.67 0.51 -0.160
C -2.26 -3.83 -0.14 -0.948
C -1.44 -4.41 -1.11 -0.406
C -0.22 -3.83 -1.42 -1.082
C 0.18 -2.68 -0.76 -0.297
C -0.90 -0.41 2.12 -0.450
C -0.79 -1.26 3.21 -0.036
C -1.44 -0.97 4.40 -0.928
C -2.21 0.18 4.51 -0.410
C -2.32 1.04 3.43 -0.998
C -1.67 0.75 2.24 -0.099
H -1.36 0.43 -0.31 0.458
H -2.49 -2.24 1.27 0.430
H -3.21 -4.28 0.11 0.420
H -1.76 -5.31 -1.61 0.417
H 0.43 -4.28 -2.16 0.434
H 1.16 -2.25 -0.99 0.542
H -0.18 -2.16 3.12 0.474
H -1.34 -1.64 5.24 0.414
H -2.72 0.41 5.44 0.418
H -2.91 1.95 3.51 0.432
H -1.74 1.47 1.43 0.335
C 2.92 3.41 0.15 -0.989
Se 1.18 3.22 -0.69 0.263
C 1.72 3.39 -2.57 -0.860
C 2.40 2.16 -3.14 -0.732
Se 1.39 0.50 -2.90 0.269
C -0.35 1.07 -3.57 -1.061
H 3.28 4.41 -0.04 0.380
H 3.61 2.65 -0.21 0.331
H 2.76 3.27 1.22 0.342
H 2.38 4.26 -2.62 0.516
H 0.81 3.64 -3.11 0.404
H 3.36 1.96 -2.65 0.397
H 2.59 2.29 -4.20 0.483
H -0.25 1.38 -4.60 0.386
H -0.76 1.88 -2.96 0.342
H -0.99 0.20 -3.50 0.359
```

**HOMO**: -11.889 eV
**Largest force on an atom**: 0.3 eV/Å
**Charge**: +1

=====

Entry 2:
Density functional theory data (wB97M-V/def2-TZVPD) for C18H21Br33NS as an isolated structure at a distorted geometry.

```
74
Properties=species:S:1:pos:R:3:mulliken_charge:R:1
S -1.68 -0.54 0.86 0.143
N -2.91 -0.62 -0.40 -0.271
C -2.76 0.45 -1.49 -0.819
C -1.47 0.03 -2.29 0.775
C -0.23 0.73 -1.98 -0.636
C 0.98 0.35 -2.68 -0.248
C 0.89 -0.74 -3.68 -0.022
C -0.36 -1.44 -3.95 -1.052
C -1.60 -1.04 -3.25 -0.377
H -1.00 0.64 0.69 0.175
H -3.84 -0.62 0.04 0.436
H -2.75 -1.51 -0.90 0.457
H -3.67 0.44 -2.14 0.439
H -2.65 1.46 -1.02 0.037
H -0.27 1.53 -1.20 0.227
H 1.91 0.88 -2.43 0.401
H 1.85 -1.03 -4.23 0.298
H -0.41 -2.29 -4.68 0.382
H -2.56 -1.56 -3.44 0.381
C 4.74 1.82 -4.58 -0.314
Br 3.40 0.44 -4.36 0.172
Br 4.62 3.15 -3.18 -0.043
Br 6.52 1.08 -4.72 0.056
H 4.52 2.32 -5.51 0.353
C 0.94 -3.76 2.56 -0.373
Br -0.65 -4.32 3.51 -0.005
Br 0.97 -4.40 0.74 0.001
Br 1.19 -1.84 2.64 -0.021
H 1.79 -4.21 3.07 0.405
C 9.80 3.88 -3.80 -0.330
Br 9.59 2.97 -5.49 -0.020
Br 8.28 5.01 -3.39 0.003
Br 10.18 2.64 -2.36 -0.019
H 10.66 4.53 -3.89 0.342
C -3.37 -1.05 4.73 -0.045
Br -3.46 -2.75 5.63 0.020
Br -4.88 0.08 5.17 -0.028
Br -1.69 -0.15 5.04 -0.005
H -3.43 -1.25 3.67 0.076
C 5.94 0.02 -0.20 -0.394
Br 7.21 0.52 -1.57 0.049
Br 6.15 1.09 1.40 -0.033
Br 4.11 0.04 -0.84 0.094
H 6.16 -1.01 0.08 0.386
C -4.03 4.56 0.20 -0.368
Br -4.37 3.39 1.71 -0.019
Br -2.22 4.40 -0.44 0.007
Br -5.32 4.29 -1.21 0.039
H -4.16 5.58 0.56 0.362
C 3.03 0.24 -8.60 -0.341
Br 2.83 -1.43 -7.65 -0.014
Br 1.68 1.53 -8.08 -0.017
Br 4.81 0.96 -8.41 -0.008
H 2.88 0.03 -9.66 0.351
C -5.68 7.28 -3.61 -0.055
Br -5.74 7.15 -5.54 0.002
Br -3.88 7.55 -2.97 0.000
Br -6.89 8.64 -2.95 0.007
H -6.03 6.33 -3.22 0.027
C 3.85 -6.49 -0.69 0.297
Br 2.76 -7.85 -1.53 -0.005
Br 4.85 -7.19 0.81 -0.006
Br 5.00 -5.59 -1.97 0.001
H 3.17 -5.74 -0.29 -0.299
C -6.90 -2.40 8.35 -0.119
Br -8.37 -1.39 9.10 -0.015
Br -5.81 -3.22 9.72 0.080
Br -7.50 -3.69 7.04 -0.011
H -6.26 -1.69 7.82 0.093
C -3.69 -3.06 12.95 -0.082
Br -3.78 -4.77 13.85 0.002
Br -5.19 -1.93 13.39 0.011
Br -2.00 -2.17 13.26 -0.014
H -3.75 -3.27 11.88 0.038
```

**HOMO**: -11.315 eV
**Largest force on an atom**: 3.0 eV/Å
**Charge**: +1

=====

Entry 3:
Density functional theory data (wB97M-V/def2-TZVPD) for C18H21ClN2O3 as an isolated structure at a distorted geometry.

```
45
Properties=species:S:1:pos:R:3:mulliken_charge:R:1
C 1.91 -1.50 1.81 -1.258
H 1.51 -2.33 2.16 0.515
O 1.35 -1.15 0.43 -0.244
C 1.66 -2.18 -0.54 0.401
C 2.62 -3.22 -0.45 -0.411
C 2.68 -4.37 -1.29 -0.612
C 2.02 -4.32 -2.38 0.486
C 1.04 -3.08 -2.83 -0.839
C 0.93 -2.13 -1.86 0.037
C 0.01 -0.96 -2.04 1.025
O -1.17 -1.32 -2.79 -0.792
N 0.24 0.13 -1.72 -0.002
H 1.20 0.40 -0.95 0.289
C -0.69 1.30 -1.63 -1.814
H -0.12 2.19 -2.34 0.123
H -1.43 0.87 -2.12 1.035
C -0.85 1.91 -0.17 -0.252
N -1.17 0.70 0.74 0.703
C -2.46 -0.05 0.27 -0.297
H -2.20 -1.16 0.93 0.194
C -3.61 0.54 0.69 -1.590
H -4.12 0.94 0.07 0.763
H -4.47 -0.27 1.14 0.238
C -3.19 1.28 2.08 -0.809
H -3.56 2.53 1.52 0.125
H -3.67 1.22 2.92 0.714
C -1.46 1.28 2.02 -1.724
H -1.56 0.42 2.67 0.249
H -1.03 2.00 2.36 1.200
H -2.31 -0.35 -0.68 0.582
C 0.03 2.70 0.20 0.876
C 1.38 2.41 0.67 0.496
C 1.96 3.61 1.07 -0.704
C 1.29 4.60 0.62 -0.476
O 0.09 4.03 0.16 -0.455
H 1.03 5.61 0.66 0.511
H 2.97 3.83 1.32 0.377
H 1.69 1.26 1.24 -0.226
H -1.90 2.48 -0.38 0.073
H 0.39 -3.19 -3.60 0.575
Cl 2.07 -5.40 -3.54 -0.231
H 3.20 -5.43 -1.02 0.197
H 3.08 -3.56 0.56 0.198
H 1.65 -0.71 2.33 0.347
H 2.99 -1.57 1.67 0.405
```

**HOMO**: -8.331 eV
**Energy above the lowest of the compared OMol25 structures with the same formula, charge and spin**: 401.1 kcal per mole
**Largest force on an atom**: 18.9 eV/Å
**Charge**: 0

=====

Entry 4:
Density functional theory data (wB97M-V/def2-TZVPD) for C18H21ClN4O6RuS as an isolated structure at a distorted geometry.

```
52
Properties=species:S:1:pos:R:3:mulliken_charge:R:1
Ru 0.63 -0.63 0.00 0.448
O -3.26 -0.61 2.02 -0.513
C -2.12 -1.29 1.74 0.207
O -2.23 -2.29 1.00 -0.581
C -0.96 -0.75 2.52 0.923
C -1.22 -0.47 3.87 -0.901
C -0.17 -0.01 4.65 -0.284
C 1.16 0.07 4.17 -0.942
C 1.28 -0.14 2.75 0.653
N 0.30 -0.63 1.99 0.498
C 2.59 0.01 2.07 0.174
O 3.56 0.37 2.74 -0.643
O 2.48 -0.25 0.76 -0.261
H -3.97 -0.92 1.36 0.406
H -2.26 -0.37 4.16 0.481
H -0.38 0.24 5.72 0.396
H 2.01 0.42 4.76 0.502
C 2.37 -1.24 -3.86 -1.328
C 2.41 -0.95 -2.40 0.591
N 3.48 -1.38 -1.68 -0.182
O 1.41 -0.37 -1.79 -0.310
H 1.37 -1.06 -4.30 0.223
H 2.64 -2.32 -3.85 0.431
H 3.10 -0.62 -4.37 0.405
H 4.31 -1.60 -2.23 0.269
H 3.64 -1.01 -0.74 0.191
C -3.43 -0.07 -2.18 -0.974
S -1.68 -0.50 -2.57 0.450
C -1.89 -2.01 -3.45 -0.993
O -1.17 -1.02 -1.20 0.004
H -4.13 -0.30 -3.00 0.476
H -3.37 1.01 -2.23 0.394
H -3.74 -0.38 -1.21 0.141
H -2.00 -1.75 -4.52 0.439
H -2.68 -2.72 -3.12 0.337
H -0.95 -2.57 -3.27 0.264
Cl 1.48 -3.61 0.97 -0.180
C 0.46 -2.54 -0.11 -0.784
H -0.52 -2.99 -0.02 0.540
H 0.70 -2.79 -1.14 0.205
N -0.32 6.42 1.76 -0.516
C -0.24 5.39 1.20 -0.332
C -0.04 4.10 0.69 0.670
C -1.13 3.27 0.70 -1.005
C -0.91 1.98 0.35 -0.612
N 0.31 1.52 0.00 0.789
C 1.36 2.35 -0.10 -0.486
C 1.24 3.66 0.29 -0.667
H -2.09 3.72 0.96 0.473
H -1.71 1.29 0.44 0.670
H 2.23 1.92 -0.59 0.405
H 2.04 4.42 0.29 0.440
```

**Spin multiplicity**: 6
**HOMO (alpha / beta)**: -7.550 / -11.826 eV
**Energy above the lowest of the compared OMol25 structures with the same formula, charge and spin**: 55.3 kcal per mole
**Largest force on an atom**: 4.6 eV/Å
**Charge**: +1